Density functional theory data (ωB97M-V/def2-TZVPD) for 14 unconnected molecules or ions with the total composition C40H96N12O14S2.

Summary:
E_tot	-111257.2338	eV
energy above the lowest of the compared OMol25 structures with the same formula, charge and spin	0.000	eV
LUMO energy	0.3596	eV

```
! RIJCOSX wB97M-V def2-TZVPD def2/J DEFGRID3
* xyz 0 1
C -4.52127 -5.57275 1.46724
C -4.25921 -4.26990 0.71493
O -4.60968 -4.13097 -0.44872
N -3.50236 -3.29302 1.25530
C -3.07361 -3.21366 2.65146
H -5.28048 -5.57279 2.30404
H -3.53133 -5.97260 1.85662
H -4.79379 -6.38095 0.77213
H -3.33295 -2.48139 0.65810
H -3.81096 -3.74648 3.27889
H -3.11578 -2.16856 2.96225
H -2.08748 -3.62205 2.80781
C 5.80938 0.76832 3.05471
C 4.61026 -0.09742 3.31596
O 3.60347 -0.02464 2.59440
N 4.68772 -0.94324 4.42711
C 3.53023 -1.79745 4.82849
H 5.51001 1.66152 3.57094
H 5.92124 0.96968 1.99724
H 6.76474 0.39570 3.47731
H 5.49305 -0.76196 5.05225
H 2.50622 -1.31969 4.78204
H 3.75632 -2.14655 5.81124
H 3.45500 -2.76826 4.22557
C 0.83274 -4.53755 -1.11357
C 1.14804 -4.33485 0.38346
O 0.46886 -3.62728 1.08186
N 2.20074 -5.01043 0.89604
C 3.34029 -5.62336 0.29862
H 0.44563 -5.52829 -1.23459
H 1.74109 -4.37269 -1.71657
H 0.23736 -3.74442 -1.38326
H 2.22442 -5.08155 1.92558
H 4.17418 -4.97164 0.67164
H 3.36258 -5.68515 -0.79013
H 3.47442 -6.70190 0.64157
C 0.00657 -6.28180 3.12895
C 0.64701 -5.07662 3.78095
O 1.84938 -4.73164 3.72884
N -0.16527 -4.32380 4.54466
C 0.35115 -3.10441 5.17696
H 0.77460 -6.75442 2.50741
H -0.85040 -6.04655 2.48812
H -0.31452 -7.04928 3.86254
H -1.14229 -4.64257 4.73995
H 1.31733 -3.34514 5.65448
H -0.46153 -2.69680 5.83840
H 0.53967 -2.39400 4.39232
C 0.83448 2.43852 -1.32034
C 1.69179 2.81928 -2.48669
O 1.32575 3.63457 -3.36203
N 2.90004 2.20166 -2.48616
C 3.59209 2.09987 -3.70094
H 0.29589 3.30285 -0.88878
H 1.43750 1.82412 -0.64421
H 0.15624 1.76745 -1.83379
H 2.96594 1.48226 -1.80877
H 2.87971 2.01303 -4.54209
H 4.25549 1.22749 -3.67052
H 4.14091 2.99065 -3.99080
C 2.90157 4.30164 2.78053
C 1.45549 4.03369 2.54063
O 0.74501 4.63122 1.71675
N 0.85541 3.09642 3.34718
C 1.57323 2.13083 4.15892
H 3.61977 3.54699 2.43040
H 3.15495 4.40950 3.87116
H 3.29352 5.13919 2.24125
H -0.07227 2.76643 3.04623
H 1.01661 1.17956 4.24969
H 1.71227 2.47217 5.16877
H 2.57321 1.90979 3.78976
C -0.27877 6.58353 -3.50737
C -0.72759 5.98228 -2.16904
O -1.83453 5.53811 -2.00499
N 0.16417 5.97785 -1.12793
C 1.52797 6.49828 -1.30494
H 0.71489 6.38281 -3.76468
H -0.35012 7.68559 -3.36283
H -1.01517 6.30548 -4.23920
H -0.03815 5.50437 -0.29117
H 1.50798 7.61408 -1.41446
H 2.15176 6.06256 -2.12924
H 2.10459 6.25482 -0.40086
C -6.76197 -0.76558 1.07454
C -6.05051 -0.57172 2.43495
O -5.91602 -1.51111 3.18619
N -5.57685 0.66108 2.67376
C -4.77881 0.87496 3.86141
H -6.55366 -0.01614 0.30863
H -7.77226 -0.85717 1.28896
H -6.45126 -1.76115 0.66858
H -5.54282 1.34147 1.95729
H -3.68511 0.93136 3.69621
H -4.96152 -0.00727 4.44158
H -5.10538 1.77321 4.40464
C 5.66306 -0.92744 -1.16515
C 4.97601 0.36609 -0.78366
O 3.85755 0.25112 -0.33072
N 5.67870 1.51726 -1.02093
C 5.41626 2.76761 -0.32517
H 5.16578 -1.44687 -2.02418
H 5.57330 -1.56245 -0.23776
H 6.76715 -0.87374 -1.36037
H 6.66924 1.35447 -1.23714
H 6.14293 2.88453 0.50251
H 4.41825 2.62895 0.09351
H 5.29658 3.68036 -0.94939
C -5.65589 3.70519 -1.62119
C -4.83463 3.51516 -0.34892
O -5.38238 2.82638 0.55385
N -3.66489 4.05488 -0.25299
C -2.86936 4.13482 1.00096
H -5.73934 4.78539 -1.80861
H -6.65696 3.27202 -1.40680
H -5.22942 3.18686 -2.46869
H -3.26476 4.63154 -1.00560
H -1.84182 3.97536 0.74133
H -3.12478 3.30017 1.61530
H -2.98754 5.04971 1.57511
C 2.47321 -0.90586 -5.97691
C 2.74276 -1.07287 -4.50146
O 3.76159 -1.54213 -4.02586
N 1.66332 -0.79684 -3.73332
C 1.65265 -0.95533 -2.33647
H 1.49240 -0.70427 -6.22382
H 2.69091 -1.82222 -6.49861
H 3.14554 -0.19205 -6.35820
H 0.87523 -0.51546 -4.25907
H 0.64117 -0.79561 -1.85242
H 2.41937 -0.35846 -1.84377
H 1.97181 -1.91076 -2.01376
C -2.78924 0.46112 0.00914
C -1.71615 0.50117 1.03358
O -1.61303 1.35004 1.90308
N -0.82191 -0.52454 0.93837
C 0.48068 -0.36737 1.59464
H -2.90130 1.54050 -0.33473
H -3.74551 0.34063 0.51741
H -2.66630 -0.31402 -0.68809
H -1.04252 -1.24360 0.26164
H 0.80692 0.65336 1.53677
H 1.21834 -0.98234 1.08344
H 0.41910 -0.55945 2.70558
C -3.19289 0.60967 -3.72970
S -1.40343 0.80948 -3.77482
O -0.95794 0.10876 -4.99822
C -1.47450 2.56738 -4.19384
H -3.66601 0.88687 -4.66077
H -3.60897 1.26837 -2.93300
H -3.39040 -0.37658 -3.44412
H -2.32642 2.64003 -4.91668
H -0.54343 2.91408 -4.62586
H -1.60981 3.05974 -3.23147
C -1.11160 -3.20185 -4.34972
S -2.02664 -3.35594 -2.79625
O -1.98412 -1.95452 -2.24137
C -3.64945 -3.55282 -3.52710
H -1.36156 -2.33886 -4.86144
H -1.29292 -4.12400 -4.86916
H -0.05462 -3.06496 -4.09881
H -4.30279 -4.26172 -2.99849
H -3.46221 -4.13283 -4.46092
H -4.11856 -2.60693 -3.76854
*
```